C5H5N3 | ωB97M-V with the def2-TZVPD basis set

```
13
Properties=species:S:1:pos:R:3:forces:R:3:lowdin_charge:R:1
C 1.687 1.389 -0.149 -3.759 1.835 -0.378 0.120
C 0.521 0.735 0.034 0.646 0.323 1.854 -0.220
C -0.856 1.306 0.154 -0.120 1.061 -0.576 -0.085
C -1.639 -0.786 -0.172 -2.951 3.418 0.220 -0.222
C 0.621 -0.715 0.266 3.144 -1.088 -4.190 -0.312
H 2.572 0.914 -0.312 2.156 -1.414 0.005 0.036
H 1.658 2.437 -0.357 -0.001 0.739 0.088 0.068
H -0.842 2.446 0.357 -0.633 -1.873 -0.419 0.141
H -2.369 -1.497 -0.319 -2.816 -0.491 -0.791 0.088
H 1.937 -2.193 -0.099 -0.691 -0.840 0.074 0.039
N -1.959 0.619 -0.022 2.430 0.360 0.520 0.099
N -0.595 -1.369 -0.010 5.829 -3.443 1.727 0.105
N 1.846 -1.205 0.023 -3.233 1.413 1.867 0.142
```
Positions in Å, forces in eV/Å.

The electronic energy comes out at -357.6856 Ha. As for the SMILES: [H]/N=C1\N=CN=CC1=C.



C24H35N3O5S | ωB97M-V with the def2-TZVPD basis set

```
68
Properties=species:S:1:pos:R:3:forces:R:3:lowdin_charge:R:1
C -3.950 -3.506 0.345 0.205 -0.105 0.132 -0.072
H -4.101 -4.584 0.367 0.031 0.068 0.042 0.094
O -4.871 -3.018 -0.610 -0.224 0.122 -0.237 -0.076
C -4.864 -1.695 -0.896 -0.074 0.225 -0.054 -0.264
C -4.004 -0.770 -0.322 0.014 -0.100 0.014 0.056
C -4.063 0.569 -0.709 -0.521 -0.102 -0.559 -0.136
C -4.985 0.993 -1.660 0.240 0.084 0.207 -0.030
C -5.852 0.067 -2.217 -0.030 -0.126 -0.002 -0.072
C -5.797 -1.261 -1.845 0.086 -0.111 0.094 0.001
H -6.461 -1.990 -2.281 -0.077 -0.088 -0.049 0.117
H -6.575 0.385 -2.953 -0.063 0.013 -0.057 0.106
H -5.019 2.030 -1.953 -0.009 0.093 -0.042 0.112
C -3.110 1.484 -0.120 0.672 -0.163 0.998 -0.258
N -2.409 1.256 0.954 -0.833 -0.160 -0.486 0.171
C -1.575 2.332 1.093 -0.551 0.945 -0.970 -0.291
C -1.821 3.201 0.064 0.606 -0.154 1.119 -0.232
O -2.808 2.665 -0.693 -0.217 -0.045 -0.315 0.143
C -1.221 4.502 -0.324 -0.066 -0.211 -0.126 0.009
H -1.092 5.139 0.548 -0.011 0.068 -0.007 0.087
H -1.868 4.998 -1.043 0.012 0.121 -0.009 0.089
H -0.246 4.342 -0.784 0.042 0.077 -0.073 0.091
C -0.528 2.330 2.129 0.211 -0.878 -0.305 -0.124
H -0.912 2.187 3.135 -0.023 0.075 0.155 0.112
H 0.119 3.199 2.075 0.231 -0.053 0.051 0.115
S 0.495 0.844 1.761 0.130 0.335 0.458 0.693
O 0.722 0.796 0.346 -0.473 -0.020 -0.338 -0.294
O 1.675 0.852 2.595 0.034 0.107 0.444 -0.330
C -0.526 -0.568 2.288 0.108 0.576 -0.406 -0.116
C 0.023 -1.806 1.595 0.173 0.073 0.296 -0.533
O -0.661 -2.515 0.888 -0.309 -0.068 -0.132 0.071
N 1.317 -2.019 1.875 0.379 -0.072 0.022 0.066
C 2.116 -3.039 1.227 0.161 -0.297 -0.021 -0.167
C 3.421 -2.451 0.703 -0.441 0.092 -0.201 -0.147
H 4.068 -3.259 0.358 0.074 0.011 0.038 0.112
H 3.938 -1.943 1.520 0.123 0.013 0.051 0.113
C 3.202 -1.452 -0.441 0.129 -0.179 0.326 -0.180
N 4.452 -0.756 -0.709 0.117 -0.082 -0.027 -0.111
C 4.547 0.518 -0.002 0.116 0.225 0.197 -0.357
C 6.010 0.875 0.277 -0.298 -0.056 0.014 -0.045
H 6.534 -0.002 0.647 0.077 -0.071 0.045 0.080
H 6.519 1.232 -0.613 0.122 0.066 -0.089 0.063
H 6.057 1.656 1.032 0.054 0.132 0.049 0.077
H 4.063 0.371 0.971 0.020 -0.019 -0.040 0.129
C 3.797 1.656 -0.720 0.058 -0.135 0.015 -0.147
C 4.167 1.752 -2.199 -0.179 -0.050 0.033 -0.190
C 4.002 0.389 -2.863 0.409 0.087 0.141 -0.150
H 4.313 0.432 -3.909 -0.053 -0.038 -0.065 0.114
H 2.953 0.088 -2.827 -0.096 -0.094 -0.059 0.120
C 4.854 -0.638 -2.104 -0.127 -0.130 -0.347 -0.371
C 4.890 -1.991 -2.813 0.045 0.288 0.164 -0.052
H 5.323 -2.741 -2.156 0.065 -0.140 0.044 0.079
H 5.504 -1.916 -3.708 0.025 -0.024 -0.105 0.077
H 3.899 -2.318 -3.118 -0.108 -0.067 -0.046 0.070
H 5.886 -0.267 -2.077 -0.057 0.022 -0.072 0.136
H 5.204 2.083 -2.308 0.030 0.048 -0.069 0.105
H 3.532 2.493 -2.690 0.079 0.051 0.005 0.107
H 4.011 2.599 -0.213 -0.056 0.056 0.067 0.115
H 2.725 1.469 -0.636 0.015 0.061 0.002 0.083
H 2.874 -2.000 -1.324 -0.078 0.008 -0.028 0.117
H 2.398 -0.759 -0.172 0.028 -0.050 -0.128 0.096
H 1.514 -3.455 0.416 0.056 -0.027 0.096 0.123
H 2.329 -3.837 1.949 -0.067 0.000 -0.167 0.121
H 1.824 -1.306 2.384 -0.105 -0.018 0.058 0.115
H -0.432 -0.626 3.368 0.013 0.004 0.123 0.116
H -1.545 -0.360 1.972 0.098 -0.125 0.063 0.074
H -3.258 -1.063 0.396 0.100 -0.120 0.075 0.098
H -2.915 -3.287 0.071 -0.061 0.019 0.013 0.077
H -4.155 -3.091 1.336 0.018 0.012 -0.020 0.099
```
Positions in Å, forces in eV/Å.

The electronic energy comes out at -1874.1914 Ha. As for the SMILES: COc1cccc(-c2nc(CS(=O)(=O)CC(=O)NCCCN3[C@@H](C)CCC[C@@H]3C)c(C)o2)c1.



C19H42FeNOP3Se | ωB97M-V with the def2-TZVPD basis set

```
68
Properties=species:S:1:pos:R:3:forces:R:3:lowdin_charge:R:1
Fe 0.418 -0.620 0.301 -0.625 2.125 -1.014 0.032
P -0.987 -2.019 1.138 -3.385 -3.037 1.956 0.731
P 1.688 -0.642 2.072 2.894 0.031 3.585 0.702
P 1.776 -1.584 -1.045 2.922 -1.738 -3.151 0.724
H -2.428 3.748 -5.341 -0.155 -0.076 -0.307 0.063
C -2.505 2.862 -5.974 -0.433 -0.290 -0.039 -0.089
C -3.384 1.894 -5.681 0.180 0.300 -0.258 -0.087
H -4.121 2.020 -4.873 0.501 -0.140 -0.267 0.066
C -2.216 -1.241 2.269 0.117 0.148 -0.167 -0.205
C -0.519 -3.498 2.147 0.634 0.158 -0.222 -0.192
C -1.964 -2.836 -0.175 0.050 0.254 -0.411 -0.206
C 2.777 0.827 2.098 -0.084 0.134 -0.238 -0.225
C 0.973 -0.594 3.744 -0.487 0.238 0.033 -0.207
C 2.886 -2.014 2.288 -0.114 -0.214 -0.385 -0.203
C 1.046 -1.437 -2.705 -0.360 -0.031 -0.018 -0.200
C 2.171 -3.376 -0.924 -0.359 -0.133 0.331 -0.193
C 3.437 -0.871 -1.319 -0.038 0.363 0.269 -0.205
H -1.874 2.844 -6.872 -0.168 -0.183 0.477 0.070
H -3.438 0.966 -6.261 -0.138 0.489 0.076 0.066
H -2.615 -0.328 1.811 -0.150 -0.241 0.176 0.048
H -1.732 -0.962 3.215 -0.107 -0.067 -0.310 0.049
H -3.026 -1.954 2.475 0.195 0.189 -0.110 0.084
H -0.265 -3.223 3.178 -0.025 -0.089 -0.336 0.048
H 0.330 -4.014 1.681 -0.219 0.006 0.199 0.050
H -1.374 -4.188 2.175 0.139 0.307 -0.099 0.081
H -2.503 -2.095 -0.775 0.029 -0.151 0.066 0.063
H -2.680 -3.533 0.275 0.129 0.189 -0.025 0.078
H -1.298 -3.401 -0.843 -0.159 0.108 0.187 0.052
H 3.462 0.721 2.953 -0.153 0.107 -0.304 0.084
H 2.154 1.726 2.218 0.430 -0.268 0.121 0.026
H 3.347 0.899 1.160 -0.073 0.051 0.326 0.054
H 1.806 -0.437 4.442 -0.153 -0.086 -0.132 0.085
H 0.465 -1.534 3.989 0.211 0.292 -0.004 0.044
H 0.271 0.251 3.822 0.241 -0.325 0.081 0.023
H 3.470 -1.797 3.193 -0.151 -0.031 -0.215 0.082
H 3.570 -2.108 1.437 -0.118 0.027 0.261 0.039
H 2.354 -2.963 2.429 0.175 0.189 -0.003 0.052
H 1.802 -1.733 -3.440 -0.167 -0.081 0.038 0.082
H 0.725 -0.412 -2.922 0.078 -0.173 0.081 0.028
H 0.177 -2.104 -2.752 0.164 0.145 -0.222 0.063
H 2.790 -3.659 -1.787 -0.189 0.221 0.140 0.084
H 1.259 -3.984 -0.942 0.122 0.104 -0.041 0.053
H 2.726 -3.628 -0.015 -0.094 0.153 -0.166 0.047
H 3.929 -1.425 -2.129 -0.148 0.089 0.219 0.081
H 4.059 -0.916 -0.417 -0.086 -0.001 -0.239 0.048
H 3.322 0.175 -1.624 0.110 -0.133 0.037 0.051
C 0.040 1.905 -1.229 -0.521 -0.094 0.547 -0.523
C -1.102 1.629 -1.988 0.274 -0.616 -0.503 -0.097
C -0.995 1.692 -3.376 -0.261 0.084 0.778 -0.045
C 0.174 2.188 -3.949 0.100 -0.049 -0.266 -0.013
C 1.281 2.561 -3.175 -0.038 0.021 0.254 -0.016
C 1.218 2.423 -1.788 0.113 -0.085 0.022 -0.096
Se -0.091 1.728 0.702 -0.007 0.281 -0.570 1.200
H -0.954 0.368 0.724 -0.412 1.370 -0.155 -0.067
H -2.022 1.337 -1.485 0.042 -0.062 -0.255 0.116
H -1.833 1.406 -4.005 0.162 0.199 0.087 0.080
H 0.199 2.298 -5.034 0.107 -0.038 0.259 0.130
H 2.170 2.954 -3.671 -0.241 -0.071 0.294 0.137
H 2.029 2.703 -1.114 0.030 0.004 -0.400 0.120
C -2.325 3.686 2.655 0.073 0.004 -0.294 0.007
C -1.841 2.562 3.528 -0.438 -0.031 1.400 -0.550
N -2.508 2.392 4.684 0.272 0.037 -0.624 0.206
O -0.882 1.808 3.272 -0.213 0.120 -0.785 -0.149
H -2.379 4.636 3.207 0.058 -0.346 -0.145 0.115
H -3.330 3.454 2.282 0.119 0.079 0.084 0.107
H -1.654 3.802 1.802 -0.137 0.161 0.157 0.045
H -2.182 1.672 5.314 -0.201 0.218 0.051 0.132
H -3.274 2.995 4.948 0.135 -0.116 0.089 0.136
```
Positions in Å, forces in eV/Å.

Its spin multiplicity is 6. The electronic energy comes out at -5567.2779 Ha. As for the charge: +3. The expectation value of S² is 8.800.



C5H38N2O14 | ωB97M-V with the def2-TZVPD basis set

```
59
Properties=species:S:1:pos:R:3:forces:R:3:lowdin_charge:R:1
C -1.346 0.740 -2.343 2.179 2.136 0.961 -0.165
O -0.343 1.720 -2.751 -0.327 0.027 -0.888 -0.101
C -0.980 0.284 -0.923 -2.146 -0.904 0.408 -0.341
C -0.759 1.362 0.118 -0.133 1.733 -1.424 -0.162
C 0.192 1.017 1.212 -0.506 0.744 1.037 -0.073
C 0.749 -0.167 1.390 -0.464 -0.581 -0.110 -0.247
N 1.479 -0.761 2.461 1.073 -0.236 0.015 0.034
N -2.120 -0.647 -0.481 2.641 0.993 0.523 0.074
H -2.220 1.376 -2.346 -0.740 -0.506 -0.032 0.098
H -1.379 -0.054 -3.083 -0.150 -0.242 0.232 0.093
H 0.476 1.638 -2.255 -0.016 -0.458 0.155 0.054
H -0.045 -0.271 -0.990 -0.149 -0.243 -0.202 0.112
H -1.658 1.870 0.507 -0.370 -1.168 0.426 0.125
H -0.499 2.281 -0.444 1.115 -0.309 0.244 0.099
H 0.257 1.785 1.982 0.285 -0.139 -0.016 0.120
H 0.529 -0.905 0.630 0.158 0.000 -0.235 0.069
H 1.253 -0.579 3.425 -0.722 0.545 -0.170 0.044
H 2.475 -0.563 2.380 -0.176 -0.225 -0.294 0.059
H -1.800 -1.489 -0.938 -1.479 -0.447 -0.272 0.068
H -2.967 -0.146 -0.747 -0.016 -1.148 -0.405 0.023
H -3.880 2.074 -1.069 0.106 -0.008 0.033 0.053
H -5.184 1.408 -0.688 -0.025 -0.242 0.191 0.069
O -4.248 1.219 -0.820 -0.304 0.517 -0.246 -0.050
H -1.258 -2.365 1.532 0.270 0.436 -0.005 0.036
H 0.282 -2.433 1.973 -0.293 0.466 0.208 0.017
O -0.496 -2.935 1.674 0.170 -0.955 -0.084 -0.059
H 3.742 -2.474 -3.237 -0.157 -0.180 0.549 0.050
H 3.890 -1.539 -1.963 0.236 -1.348 -0.179 -0.001
O 3.962 -1.597 -2.922 0.527 1.053 -0.642 -0.057
H 4.546 0.533 0.865 -0.039 -0.065 -0.191 0.080
H 3.145 0.449 0.158 0.057 0.266 -0.249 0.014
O 3.604 0.417 1.019 0.434 -0.271 0.214 -0.069
H -0.994 -1.347 -4.868 0.103 0.445 -0.456 0.025
H 0.522 -0.924 -5.142 -0.372 0.386 -0.242 0.037
O -0.071 -1.526 -4.694 0.263 -0.882 0.680 -0.050
H -1.257 3.972 -2.162 0.400 -0.029 -0.418 0.015
H -0.282 5.189 -1.974 -0.039 -0.098 -0.376 0.036
O -0.854 4.565 -1.525 -0.257 0.080 0.787 -0.055
H -0.005 -4.256 -1.367 -0.336 0.059 0.270 0.066
H 0.176 -3.807 0.185 -0.730 0.014 -0.086 0.022
O 0.599 -4.009 -0.668 0.649 -0.360 -0.076 -0.043
H 1.873 -3.034 -0.681 0.010 0.583 0.180 0.012
H 2.417 -1.740 0.140 -0.273 -0.483 0.291 0.017
O 2.508 -2.274 -0.653 0.721 0.174 -0.214 -0.078
H 2.881 0.732 -2.190 -0.188 0.337 0.155 0.080
H 2.718 -0.612 -1.608 -1.326 0.326 0.292 0.010
O 2.415 0.312 -1.452 0.794 -0.141 -0.684 -0.059
H -4.092 0.122 1.274 0.209 0.375 -0.129 -0.019
H -4.505 1.100 2.423 0.482 -0.056 -0.082 0.034
O -4.731 0.289 1.966 -1.227 -0.371 -0.044 -0.063
H -2.378 -0.127 2.210 -0.136 0.098 -0.179 0.000
H -1.505 -0.062 3.423 -0.188 0.300 -0.033 -0.012
O -2.313 0.336 3.052 0.598 -0.283 0.156 -0.074
H -0.644 0.084 5.213 0.075 -0.052 0.103 0.078
H -0.581 -1.437 5.007 -0.042 -0.101 0.050 0.078
O -0.267 -0.601 4.648 -0.064 0.105 0.383 -0.041
H 3.251 1.823 2.014 -0.401 0.567 -0.394 -0.021
H 2.658 3.273 1.723 -0.061 -0.247 -0.384 0.020
O 3.061 2.708 2.379 0.298 0.012 0.901 -0.081
```
Positions in Å, forces in eV/Å.

The electronic energy comes out at -1376.1112 Ha.